The following is a quantum chemistry calculation of a cluster of 8 separate species, C8H17Cl14NO2 in total, from OMol25.

Computed properties:
Orbital gap: 0.399 hartree
Energy above the lowest of the compared OMol25 structures with the same formula, charge and spin: 0.00 kJ/mol
Charge: 0
LUMO level: 0.115 eV
HOMO level: -10.75 eV

Geometry as XYZ:
```
42
Properties=species:S:1:pos:R:3:forces:R:3
C -11.9572 -18.9058 -2.9852 0.6 0.7 -1.7
N -12.8942 -19.1124 -1.9153 0.2 0.2 -0.9
O -12.4997 -19.7310 -0.9876 0.6 -1.4 2.3
O -13.9776 -18.6242 -2.0341 -1.9 0.7 0.1
H -11.2463 -18.1627 -2.6345 0.2 -0.1 0.0
H -12.5008 -18.5044 -3.8337 0.0 0.1 0.0
H -11.4774 -19.8333 -3.2648 0.2 -0.1 0.3
C -13.4990 -13.8487 -3.6240 0.5 -0.1 0.3
Cl -12.6247 -15.4060 -3.4983 -0.1 0.2 0.0
Cl -14.3456 -13.6770 -5.1375 -0.2 0.0 -0.2
H -14.1856 -13.7995 -2.7925 -0.2 -0.1 0.0
H -12.7649 -13.0578 -3.5497 0.1 0.0 0.0
C -15.4079 -14.6956 4.8493 0.2 0.6 0.1
Cl -14.9394 -13.1823 5.6783 -0.1 -0.2 0.0
Cl -15.3159 -16.0869 5.9079 0.0 -0.2 0.2
H -16.4235 -14.5729 4.5084 -0.2 0.0 -0.1
H -14.7151 -14.8110 4.0304 0.0 -0.2 -0.2
C -12.9993 -18.7287 3.6509 0.5 0.4 0.2
Cl -14.1025 -17.6143 2.8647 -0.3 0.2 -0.2
Cl -13.7465 -20.2599 3.9991 -0.2 -0.5 0.1
H -12.1411 -18.8760 3.0105 0.0 -0.1 -0.2
H -12.6801 -18.2631 4.5773 -0.1 -0.1 0.1
C -15.1548 -15.8011 0.0282 -0.2 0.4 0.0
Cl -16.1002 -15.4432 -1.4232 0.2 -0.1 -0.2
Cl -16.0226 -15.1995 1.4457 0.0 -0.1 0.2
H -15.0266 -16.8664 0.1219 0.0 -0.2 0.0
H -14.2139 -15.2756 -0.0213 0.2 0.0 -0.1
C -11.0881 -14.8033 1.9789 -0.1 -0.4 0.1
Cl -11.2779 -16.3967 1.2153 0.1 0.1 -0.1
Cl -12.4373 -13.7355 1.6143 -0.1 0.2 -0.1
H -11.0656 -14.9589 3.0473 0.0 0.0 0.1
H -10.1655 -14.3748 1.6228 0.1 0.2 -0.1
C -19.1243 -13.8937 0.6314 -0.2 0.2 -0.3
Cl -20.1733 -12.5524 0.1331 0.0 0.0 0.0
Cl -19.2426 -14.2181 2.3551 0.0 0.0 0.2
H -19.4348 -14.7777 0.0942 0.0 -0.1 -0.1
H -18.1146 -13.6157 0.3774 0.2 0.0 0.1
C -17.9960 -18.4420 -1.2985 0.1 0.2 -0.2
Cl -18.7565 -18.2243 0.2700 0.0 0.1 0.2
Cl -18.6808 -17.3616 -2.5212 -0.2 -0.1 -0.1
H -16.9440 -18.2027 -1.2255 0.1 0.0 0.1
H -18.1458 -19.4602 -1.6199 0.0 -0.2 -0.1
```
Positions in Å, forces in eV/Å.